(1)
86
Properties=species:S:1:pos:R:3:forces:R:3 method="wB97M-V/def2-TZVPD" energy_ha=-2372.04607 homo_energy_ev=-3.925 charge=-1
H 2.637160 24.346410 -17.100900 -0.32 -0.08 -0.09
H -1.351890 12.357370 -16.744170 -0.23 0.18 -0.04
C -1.265690 16.013100 -24.053020 -1.49 1.61 1.16
C -4.589530 25.795910 -22.377250 -1.08 0.49 -0.19
C -10.715260 19.819530 -18.034950 1.03 -0.24 0.02
H 0.715000 11.046650 -16.172120 -0.56 0.00 0.23
C 2.689180 21.279080 -18.028050 -1.49 0.36 -0.25
C -9.266220 16.749480 -24.653420 1.06 0.33 -0.56
C -0.420690 12.550330 -17.256060 -1.87 0.25 0.25
C -2.767990 24.338240 -21.962690 0.03 0.16 0.53
H -8.103890 19.147520 -16.014260 0.18 0.03 -0.14
C -2.048600 15.233220 -23.215460 -0.02 -3.15 0.07
C 0.843410 13.779940 -18.886820 0.72 -0.35 -0.15
H -6.277460 19.378310 -19.008060 0.25 0.05 -0.41
O -1.495740 27.800790 -21.993170 -0.40 -0.69 0.46
C -9.997100 19.502040 -16.915140 -0.96 0.19 1.52
H 0.444090 23.821020 -17.700900 -0.32 0.01 -0.02
H -5.631320 25.933050 -22.626790 -0.13 0.17 0.19
O -0.289200 19.526260 -19.112040 0.73 -0.19 0.59
H -2.498960 13.092750 -22.676520 -0.09 0.18 0.05
C -8.649200 19.381320 -16.916690 0.67 -0.38 -0.70
C 1.902110 12.121840 -17.536720 0.11 -0.86 -0.23
C 0.801250 22.825720 -17.920490 -0.87 -1.28 -0.24
C -10.455750 16.010750 -24.604800 2.30 -0.57 2.28
H -12.374780 19.930470 -17.103100 0.15 -0.03 0.07
C -8.702330 19.738860 -19.324010 0.70 0.02 0.61
H -7.445260 15.443820 -22.062140 0.22 0.25 -0.06
O -3.935010 19.380790 -21.278600 0.08 -0.54 0.16
H -11.251050 16.094670 -25.330650 -0.07 0.15 0.15
C 0.661200 11.843400 -16.899240 3.71 -0.63 -0.71
C 0.518620 20.541640 -18.595700 -3.50 -1.29 -1.52
H -4.243210 27.809400 -22.165690 0.38 0.51 -0.30
H -10.563770 20.156880 -20.142250 -0.40 0.06 0.05
C 0.006430 14.101040 -24.865170 -2.19 0.85 0.63
H -3.786990 18.490180 -20.905200 -0.10 0.57 -0.14
C -0.046340 21.742920 -18.299600 0.61 2.18 0.88
C -0.321230 15.465590 -24.883490 1.00 -0.02 0.03
H -9.090460 17.526190 -25.382960 -0.31 0.05 -0.36
C -1.850920 25.388030 -21.924980 -0.67 1.11 0.40
H -2.068750 28.567380 -22.068000 0.09 0.21 -0.02
H -0.787540 25.237670 -21.810830 0.03 -0.19 0.08
C -9.408270 14.856100 -22.674820 0.78 1.45 0.73
O -1.445380 17.399840 -24.075310 1.13 -0.81 -1.02
H -9.633860 14.213220 -21.836840 0.43 -0.28 0.00
H -2.466820 23.345810 -21.661380 0.30 -0.25 -0.42
H 3.732240 21.009670 -17.951610 0.12 0.55 0.22
O -6.953970 17.246490 -24.046090 -0.52 -0.14 -1.46
O -12.025700 20.058640 -17.988150 -1.98 0.29 -0.35
H 2.982620 13.170290 -19.025020 -0.16 0.39 -0.28
H 0.104070 11.650400 -24.618030 0.04 0.39 -0.09
H -2.022550 17.801600 -23.421810 -0.41 -0.46 0.48
O -11.538440 14.247310 -23.324080 -0.15 -0.23 0.43
C -8.035750 19.475030 -18.148770 3.16 -0.57 0.05
C -8.119090 16.547350 -23.836310 -0.86 -0.35 1.79
C -1.927080 13.794050 -23.266040 2.76 1.60 -1.72
H 2.246080 19.303120 -18.658680 -0.30 -0.14 -0.16
O 3.043260 11.320970 -17.264100 -0.59 1.16 -0.33
C 2.013850 13.097550 -18.553220 -0.83 -1.74 1.79
O 3.054460 23.540810 -17.414730 0.22 -0.15 -0.07
C -10.042530 19.917550 -19.227140 -1.35 0.47 -1.33
C -10.455200 15.087520 -23.510770 -1.95 -0.14 -2.50
C -0.844950 13.275650 -24.097390 -0.61 1.14 0.38
O -4.988350 23.509540 -22.159620 -0.97 -0.23 -0.16
C -2.349110 26.702270 -21.946820 -1.24 -0.56 -1.51
H -12.231020 14.361610 -23.978960 0.21 0.30 -0.12
C -4.133820 24.542180 -22.177820 1.88 -1.62 0.38
H 0.975150 14.446170 -19.726580 -0.68 0.47 0.06
H 0.235240 16.192400 -25.456640 0.19 -0.14 -0.27
H -6.535150 17.744670 -23.340390 -0.35 -0.18 0.66
O -6.661570 19.235070 -18.139990 -0.89 0.21 0.36
C 1.816470 20.272290 -18.452370 3.44 0.44 0.73
H -8.182190 19.861590 -20.262520 0.10 -0.15 -0.02
H 2.805930 10.466410 -16.896670 -0.35 0.12 0.05
H -4.579030 22.715590 -21.807920 0.18 -0.38 -0.05
C -8.238880 15.639370 -22.768070 -0.66 -0.54 -0.89
H -0.964930 19.858920 -19.707280 -0.35 0.22 -0.04
H -1.121760 21.840830 -18.282780 -0.05 0.13 -0.31
O -0.674970 11.931630 -24.132640 -0.43 -1.15 0.49
C -3.748220 26.850270 -22.203600 1.62 1.05 0.62
C 2.140140 22.575020 -17.794700 1.90 -0.85 0.18
H -10.482590 19.393080 -15.956590 -0.43 0.05 0.14
H 0.753810 13.727550 -25.549520 0.09 -0.26 0.15
O -1.427560 14.331740 -18.380410 -1.44 0.53 -0.32
H -2.754230 15.631440 -22.501390 -0.10 0.38 -0.18
C -0.370150 13.531680 -18.222800 2.20 0.42 -0.09
H -1.135180 15.242670 -18.459970 -0.06 0.12 -0.25

(2)
91
Properties=species:S:1:pos:R:3:forces:R:3 method="wB97M-V/def2-TZVPD" spin_multiplicity=3 energy_ha=-7973.50149 homo_energy_ev="-13.648 / -13.644" charge=+3
H -4.345821 -1.566476 0.092175 -0.02 0.03 -0.10
C 2.050545 6.290378 -2.815289 0.72 0.72 0.06
C 0.066067 2.382263 2.744492 -0.18 -0.47 0.23
H 6.408324 3.763429 -0.944309 -0.16 -0.07 0.02
H -0.920739 1.786329 -4.933698 0.25 -0.03 0.10
H -5.471948 -1.080008 -1.217218 0.07 -0.02 0.00
H 1.519901 7.226010 -2.967601 0.06 -0.08 0.00
H 5.119988 3.602962 -2.166441 0.04 -0.04 0.07
H 2.598065 6.308607 -1.868891 -0.18 -0.02 -0.12
C -2.322554 -0.512014 -1.042300 -0.03 -0.50 0.69
C 1.843202 -1.579382 0.137563 -0.34 0.66 0.24
O -3.545594 -0.546532 -1.533833 0.16 0.28 -0.39
V 2.053268 2.246191 -0.932289 0.02 0.91 -2.15
O 0.055304 4.887790 -0.288941 -0.47 0.18 0.05
As 0.934383 1.429593 -3.212190 -1.08 -0.28 -0.80
H 4.217131 0.333208 -2.200905 -0.08 -0.14 0.14
H -3.764127 -7.547573 5.895859 -0.03 -0.02 -0.07
C -0.258911 1.040590 2.852355 0.22 0.68 -0.27
C 0.864060 2.827272 1.695245 0.05 0.57 0.02
H 4.977336 1.107248 1.089264 -0.06 0.14 0.01
C 3.669158 -1.610188 -1.414938 -0.17 -0.29 0.31
C -0.423190 -3.372808 2.176420 0.06 -0.02 0.00
H -0.884865 0.688287 3.654727 -0.11 0.00 0.17
H 4.157512 1.906690 2.465631 -0.05 0.07 -0.09
C 0.119957 -1.263307 1.885471 0.84 0.34 -0.64
C 1.883152 -0.166536 0.049501 -0.13 -0.81 0.24
H 5.733199 2.146872 -1.305629 -0.06 0.14 0.05
O -0.748840 -2.084520 -2.522582 -0.26 0.42 0.13
C -2.162590 -4.422573 3.606802 0.69 -0.01 -0.58
H -2.013498 2.173773 0.785994 -0.03 -0.03 -0.03
C -1.290457 -6.930447 2.768739 -0.57 -0.14 0.42
C -2.910338 2.318621 0.183707 0.14 0.04 -0.06
O -2.111319 5.112222 -0.952717 0.10 -0.41 -0.34
H 2.811282 -3.379344 -0.524258 0.01 -0.11 -0.02
H -2.512529 -3.459887 3.947505 -0.07 0.14 0.04
H 5.786787 2.416500 1.990604 -0.05 0.07 -0.06
C -0.890018 3.318128 -1.747574 0.11 -0.22 -0.06
H -3.626230 -5.431053 4.763298 -0.07 -0.01 0.07
H -1.361791 -1.808329 3.275956 0.01 -0.17 0.03
H -4.355123 -2.448667 -1.455644 0.03 0.09 0.02
H -0.289520 3.096310 3.469810 -0.02 0.08 0.06
H 0.326409 0.650135 -5.544160 0.00 0.11 0.16
H 0.382232 -3.792781 -2.209010 -0.09 0.01 -0.01
O -1.911421 -1.110558 -0.075811 -0.25 0.25 -0.42
C -2.800643 -5.539231 4.078670 -0.19 -0.78 0.11
H -3.359644 3.281421 0.417850 0.02 0.00 -0.13
C 0.269431 3.089334 -2.393533 -0.46 -0.19 0.02
C -0.346612 -3.400142 -2.918729 0.29 -0.56 -0.24
H 1.130342 3.876109 1.591116 -0.21 -0.16 0.00
C -0.397114 0.246743 -2.398994 -0.14 0.27 0.21
O 2.495862 3.742583 -2.063408 0.62 0.99 -0.57
C -0.931362 4.551251 -0.920623 0.20 0.38 0.48
C 0.114581 -1.117553 -2.666718 0.48 -0.30 -0.24
C -2.365132 6.340114 -0.260128 -0.07 0.71 0.42
H 0.177453 -5.892271 1.628383 0.05 -0.05 -0.10
C 3.589572 -0.223175 -1.506592 0.21 0.05 -0.24
C -0.663333 -5.811250 2.298534 -0.15 0.44 0.17
C -1.089051 -4.527343 2.699416 -0.51 -0.43 0.41
H -1.699032 6.442860 0.595357 -0.07 -0.04 -0.05
C 2.784583 -2.302979 -0.603801 0.33 0.35 -0.32
C -4.486228 -1.473775 -0.985373 -0.38 -0.47 0.38
H 2.741114 6.109311 -3.640709 -0.13 -0.04 0.06
C 0.153156 1.591694 -5.015235 0.23 0.01 -0.21
As -2.509096 2.228307 -1.753193 0.11 0.01 0.17
H -2.222651 7.172270 -0.949115 0.05 -0.10 0.01
H 0.094259 -3.370236 -3.918083 -0.10 -0.01 0.15
C -2.386319 -6.825477 3.664237 0.56 1.16 -0.45
H -4.909792 -7.489355 4.515899 0.09 -0.01 0.03
C -4.034000 -7.993794 4.934828 -0.40 0.11 0.36
C 0.861983 -2.112660 1.026093 -0.48 0.71 0.71
H 0.648395 2.395950 -5.568451 -0.08 -0.14 0.18
C 1.339043 4.091205 -2.380869 -0.82 1.62 -0.99
C 1.117905 0.670226 0.906963 -0.26 -0.49 0.39
H -4.259196 -9.048855 5.076201 0.02 0.13 -0.01
C 5.510027 3.212226 -1.227626 0.01 0.09 0.02
O -2.944132 -7.952404 4.035715 0.25 -0.74 -0.22
H -0.983060 -7.921087 2.474616 0.08 -0.09 -0.05
N 0.508911 -3.389123 1.233959 0.20 -0.37 -0.19
C 0.277908 0.142245 1.919865 0.19 -0.53 -0.53
O 1.257809 -1.237149 -3.084650 -0.37 -0.04 -0.01
O 1.035774 5.278614 -2.791375 -0.10 -1.07 -0.06
H -3.640440 1.551143 0.431811 0.01 -0.10 -0.12
N -0.668605 -2.090070 2.603510 -0.11 -0.15 0.13
N 1.344889 2.002844 0.769599 -1.31 0.01 3.11
N 2.725973 0.487771 -0.788579 1.42 -2.16 -0.11
C 4.831302 2.048386 1.621806 -0.04 0.04 -0.09
H 4.409469 -2.131969 -2.001442 0.03 -0.02 -0.04
C -1.529298 0.529002 -1.752770 0.30 0.22 -0.38
H -1.253634 -3.998500 -2.910680 0.11 0.03 0.02
H -3.409180 6.314067 0.049414 0.16 -0.07 -0.02
Te 4.011978 3.506295 0.271943 1.38 -0.29 0.71

(3)
101
Properties=species:S:1:pos:R:3:forces:R:3 method="wB97M-V/def2-TZVPD" energy_ha=-6943.48422 homo_energy_ev=-6.246 charge=0
C 2.781407 2.132634 -0.741476 -0.63 0.17 0.75
C 3.026508 2.524770 0.596375 -0.59 0.58 0.24
C -2.985387 -1.729407 -0.082355 -0.04 -0.90 -0.89
H -9.413351 -3.684820 -6.321760 0.00 0.00 -0.01
H -0.819181 1.777589 -4.854077 0.04 0.00 0.02
H -0.498986 2.160418 4.691743 0.13 0.16 0.12
B -3.612776 -2.280977 -1.455594 0.62 0.05 -0.63
H -9.320290 -2.071019 -4.452589 0.00 0.02 0.01
H 4.209643 4.431871 2.084751 -0.02 -0.11 0.20
C 4.319892 -3.418473 5.207405 0.01 0.05 0.27
H 4.938291 -1.621675 -0.988067 0.12 -0.06 0.02
C -1.733020 -2.041096 0.449402 -0.53 0.09 0.70
H 6.254629 -0.464062 -1.367365 0.08 -0.16 0.03
C -3.421711 -0.250091 1.781182 -0.01 0.08 0.13
N -5.081328 -0.719112 -5.607791 0.11 0.05 -0.02
O 0.668816 -2.995514 -0.056542 0.21 -0.07 0.43
O -0.698555 1.696738 -3.902009 -0.16 0.19 0.11
C -0.057449 -1.770425 2.414759 0.39 -0.01 0.10
C -3.789407 -0.851677 0.602498 -0.10 0.40 0.34
C 4.459939 0.438866 -0.621717 0.11 -0.51 -0.60
H 3.291788 0.857867 -2.384152 0.19 -0.24 -0.11
C 0.574876 -0.548446 3.000068 -0.46 -0.44 -0.36
C -6.291324 -1.527269 -5.813949 -0.08 -0.09 0.01
H -3.212360 -2.311749 -3.614570 -0.02 0.12 -0.18
C -7.352578 -1.386115 -4.938436 -0.10 0.05 0.17
C 3.929974 1.097255 3.550258 -0.68 0.23 0.01
H 4.208209 1.431667 4.545640 0.28 0.00 0.00
Cl 3.952748 6.903344 -1.680677 5.06 2.68 0.03
C 3.186231 4.760484 1.943742 -0.11 -0.31 -0.50
Cl 5.176380 -4.660087 2.918541 0.02 0.01 -0.03
O 0.377180 -2.873003 2.594684 -0.19 -0.14 -0.11
S -0.675943 -3.134185 -0.452760 1.21 0.92 -0.31
H 2.583529 -1.053134 2.488088 0.04 0.00 -0.21
H -5.568146 -5.306232 -8.707769 0.01 -0.04 0.03
Cl 3.936730 5.782816 -4.374467 0.05 0.11 0.11
C 3.481894 1.117115 -1.345248 -0.23 0.23 0.10
H -4.047493 0.463264 2.301976 -0.18 -0.13 0.03
H 6.218203 -3.032037 4.266657 -0.04 0.02 -0.05
H 1.368014 0.512264 8.816705 0.00 -0.08 -0.08
O -4.170456 -0.848178 -6.397898 -0.01 0.00 -0.01
C 1.569146 1.712592 4.185215 0.07 0.24 -0.04
H 3.601033 -4.226652 5.315164 -0.02 -0.01 -0.08
H 5.609349 5.589534 -2.732075 0.00 0.22 0.07
H -3.874947 -0.748711 -3.013045 -0.01 -0.15 -0.14
C 4.685956 0.783406 0.689835 0.22 0.17 0.58
H -7.502675 -3.900025 -7.872602 0.01 -0.01 -0.01
C 0.680293 1.243916 8.412920 -0.03 -0.11 0.07
C -8.481550 -2.166519 -5.128406 0.02 -0.08 -0.09
C 3.982128 1.817037 1.306815 0.19 -0.19 -0.17
O -6.386837 -5.641214 -9.087981 0.10 0.06 0.00
Cl 3.500201 -2.074648 4.386734 0.36 -0.75 0.18
H -5.348554 -3.083255 -1.806886 0.14 -0.43 -0.50
H -7.303966 -0.682235 -4.120982 0.10 0.04 -0.04
H 6.094804 -4.596829 5.077197 -0.04 -0.03 0.00
O 4.221485 2.173305 2.622892 -0.07 -0.60 -0.04
C 2.282816 3.634873 1.378850 0.11 -0.29 -0.94
Cl 4.015275 4.013432 -2.078620 1.19 -0.13 -0.28
H -2.210876 -1.178266 -2.672961 0.19 0.07 -0.25
C 0.203988 1.494115 4.217362 -0.28 0.09 -0.50
C -0.288883 0.356514 3.612645 -0.03 -0.01 -0.14
O -5.051898 0.030004 -4.647994 -0.24 0.16 -0.14
H 4.778754 -0.511469 -2.408491 0.57 -0.74 -0.43
C -7.459617 -3.195054 -7.053878 -0.12 0.01 0.05
C 1.934591 -0.344584 2.970830 -0.41 0.93 0.08
I 2.252097 3.441409 5.151956 -0.13 -0.28 0.21
C -1.738679 0.056267 3.587729 0.11 -0.05 0.00
H -6.095646 -6.215602 -9.803190 -0.07 -0.02 -0.02
C 4.527343 5.566428 -2.725653 0.37 -0.42 -0.64
H 5.439926 0.246206 1.251641 0.04 -0.01 0.07
O -2.518138 0.326004 4.468312 -0.13 0.37 -0.17
F -1.188798 -4.508544 0.036111 -0.27 -0.22 -0.06
H 1.148942 2.218459 8.355268 -0.04 0.02 -0.01
C 5.555519 -3.868407 4.473930 0.07 -0.01 0.09
H 1.804950 4.947014 -0.301500 -0.83 -6.32 9.25
Cs 1.701207 5.756866 -1.632164 -6.08 4.68 -10.31
C -1.345638 -1.487288 1.669188 0.49 -0.25 -0.04
H 4.586819 -3.058201 6.201620 -0.01 0.10 -0.03
Cl -0.757172 1.366312 9.469727 0.04 0.07 -0.02
F -4.996120 -0.527130 0.079243 0.02 -0.08 -0.15
H 2.015338 2.584546 -1.379086 -0.11 0.09 0.43
H 1.729034 3.140375 2.173784 0.23 0.03 0.31
C -6.328439 -2.415814 -6.872817 0.04 -0.12 -0.15
Cs -1.894278 3.538852 0.359580 -0.74 -0.48 0.21
Cl 0.248435 0.740706 6.779880 -0.77 0.06 0.83
H -0.712734 0.746768 -3.751500 0.13 -0.12 0.02
O -0.955188 -2.979638 -1.834600 -0.95 -0.59 -0.20
C -3.204958 -1.588017 -2.802808 -0.39 0.25 0.72
C 5.178639 -0.635022 -1.384344 -0.33 0.49 0.16
H 0.586147 3.579501 -0.025138 0.99 0.71 0.11
F 4.300477 -0.397282 -4.103972 -0.29 0.44 0.21
H 4.466276 0.188286 3.305923 0.19 0.00 -0.10
H -5.488786 -2.503846 -7.546241 0.06 0.09 0.06
H 3.234168 5.601822 1.233736 -0.06 0.02 0.13
Cl 3.098478 -0.195764 7.131821 0.78 0.03 0.01
C -8.533371 -3.071546 -6.181141 0.03 0.03 0.03
H 2.778957 5.092077 2.893696 0.12 0.27 -0.04
C -2.191541 -0.591808 2.306941 0.03 0.17 0.26
O -4.509041 -3.310564 -1.393416 -0.35 0.47 0.84
C 1.259087 4.319423 0.482293 0.13 -0.08 1.55
H 0.665911 5.068219 1.113106 0.46 -0.74 -0.76
C 2.435616 0.819486 3.566341 0.69 -0.01 0.08